[1]
The following is a DFT calculation (wB97M-V/def2-TZVPD) of a molecular structure, C38H42CsN7O2S2.

```
92
Properties=species:S:1:pos:R:3:forces:R:3:lowdin_charge:R:1
H 4.7335 -4.1069 8.7507 0.0 0.0 0.0 0.085
C -0.7046 -3.5233 3.2148 0.1 0.1 0.2 -0.016
C -3.4066 4.0330 1.2242 0.0 -0.1 0.0 -0.155
H -1.3431 1.4178 -4.2100 0.0 0.0 0.0 0.100
C 3.8782 -1.5713 -3.4220 0.0 0.1 -0.1 -0.067
N -0.0163 -3.2207 -0.3693 0.0 0.0 -0.2 0.074
N -4.6458 3.2486 1.2967 -0.1 0.1 0.0 -0.176
H -1.7051 3.3463 0.0259 0.1 0.0 0.0 0.065
H 0.5619 -3.4557 -2.3146 0.1 0.0 0.0 0.103
H 4.1576 -4.3995 -0.8522 0.0 0.0 0.0 0.078
Cs 0.9097 -0.4012 0.6089 1.4 1.6 -0.7 1.057
C 3.8507 -2.3072 -1.1135 0.1 -0.1 0.1 -0.690
N 0.6966 -7.5232 3.5959 -0.3 -0.6 -0.5 0.029
N 3.4134 0.0518 -1.6330 0.0 0.1 0.0 -0.186
H -0.1148 -1.2052 -1.9467 -0.1 -0.1 -0.1 0.022
H 2.6760 1.9212 -2.0593 0.0 0.0 0.0 0.050
H 3.8182 -0.7806 -4.1612 -0.1 0.0 0.0 0.094
C 0.4960 -5.9271 -0.0246 0.0 0.0 -0.2 -0.016
H -4.4150 2.8238 3.3172 0.0 0.0 0.0 0.104
H -2.0168 5.4731 -3.0684 0.0 0.0 0.0 0.085
C -1.7898 3.4486 -3.7653 0.0 0.0 -0.1 -0.137
O 4.2451 -4.8430 6.9504 -0.1 0.0 -0.1 -0.096
C 4.0237 -4.8212 8.3357 0.1 0.0 0.1 -0.119
H 4.0477 -4.5104 4.4303 0.0 0.0 0.0 0.124
C 4.0894 -3.6075 -1.5870 0.0 0.1 -0.3 -0.168
H -5.4594 1.7074 2.4278 0.0 0.0 0.0 0.104
H 4.3771 -4.9160 -3.2640 0.0 0.0 0.0 0.083
H 1.3940 1.0004 -4.1583 -0.1 -0.1 0.0 0.123
C -0.0480 -5.7066 2.3843 -0.1 0.6 0.1 -0.291
H -3.0950 1.8551 -1.1567 0.0 0.0 0.0 0.107
H -0.9806 -0.5075 -3.3322 0.0 -0.1 0.0 0.080
C -0.1978 -3.7843 0.8391 0.0 -0.3 0.0 -0.164
H 1.5912 -0.5634 -3.3424 -0.1 0.0 -0.1 0.104
C -3.3058 1.3367 2.1215 0.0 0.0 -0.1 -0.157
C -0.2082 2.0740 -2.5162 -0.1 0.3 0.2 -0.284
O -0.8706 -1.6865 1.7547 -1.3 -1.2 0.8 -0.383
H 2.3439 -6.6185 7.7430 0.0 0.0 0.0 0.093
N -2.6628 1.7146 0.8700 0.2 -0.1 0.0 -0.147
C 1.5278 0.5135 -3.1791 0.3 0.2 0.1 -0.166
H 4.8795 -0.0489 -0.1571 0.0 0.1 0.1 0.008
H -3.5224 4.7665 0.4216 0.0 0.0 0.0 0.108
C 0.0334 -5.1623 1.0655 0.1 0.1 0.1 -0.100
C 1.4643 -6.7281 4.4667 0.5 0.5 0.5 -0.317
C -0.5838 4.3801 -1.9143 0.0 -0.1 -0.2 -0.173
H -3.3013 4.5753 2.1684 0.0 0.0 0.0 0.105
H -1.0331 -2.8994 4.0378 0.0 0.0 0.0 0.101
C 4.2053 -3.8954 -2.9366 0.0 0.0 0.0 -0.144
H 2.4331 -5.5757 2.9182 0.0 0.0 0.0 0.124
C -0.3902 -4.8420 3.4311 -0.3 -0.2 -0.2 -0.047
C 4.4505 0.6845 -0.8338 0.1 0.1 0.0 -0.118
C 3.7302 -1.2590 -2.0711 0.0 -0.3 0.0 -0.275
H -4.9266 3.2811 -0.7630 0.0 0.0 0.0 0.107
C 2.3760 -6.3871 6.6859 0.1 0.1 0.2 -0.047
H 0.7165 -6.9751 0.1334 0.0 0.0 0.0 0.101
C -4.8234 2.5341 0.0283 0.0 0.0 0.1 -0.164
H 4.1974 -3.0697 -4.9274 0.0 0.0 0.0 0.078
C -0.5817 -0.2966 -2.3254 0.0 0.0 -0.2 -0.140
H 5.2512 1.0999 -1.4734 0.0 0.0 0.0 0.084
H 3.0070 -4.4925 8.5761 0.0 0.0 0.0 0.094
H -5.7619 1.9747 0.0918 0.0 0.0 0.0 0.103
H 4.0191 1.5010 -0.2506 0.0 0.0 0.0 0.070
C -2.1984 3.0968 0.9597 -0.1 0.0 0.1 -0.161
C -3.6130 1.5949 -0.2298 0.0 0.0 0.1 -0.153
C 0.4089 -3.9620 -1.3648 0.0 0.2 -0.1 -0.150
C 3.3188 -5.2108 4.8177 0.0 0.0 0.0 0.011
H 0.7519 -7.7140 6.2221 0.0 -0.1 0.0 0.101
H 1.0503 -5.8923 -2.0916 0.0 0.0 0.0 0.096
C 1.4752 -7.0098 5.8292 -0.2 0.0 -0.4 -0.049
H -0.3548 5.2155 -1.2643 0.0 0.0 0.0 0.081
H -3.9278 0.5493 -0.2885 0.0 0.0 -0.1 0.115
C 3.3013 -5.4887 6.1832 0.0 0.0 0.0 -0.290
H 3.5691 1.2135 -3.4104 0.0 -0.1 0.0 0.111
H -1.4546 3.1575 1.7549 0.0 0.0 -0.1 0.110
H -1.4203 -0.0497 -1.6731 0.0 0.0 0.0 0.082
C 4.1029 -2.8704 -3.8654 0.0 0.0 -0.1 -0.139
N 0.1625 -7.0607 2.5514 0.1 -0.3 0.3 0.042
H -3.6082 0.2896 2.0513 0.0 0.0 0.0 0.114
C -4.5215 2.2690 2.3805 0.0 0.1 -0.1 -0.169
H 4.2003 -5.7996 8.7991 0.0 0.0 0.0 0.084
S 1.1793 3.0747 -0.3261 0.3 0.1 0.4 0.442
C 2.4088 -5.8062 3.9751 0.1 -0.2 0.1 -0.009
C 0.6802 -5.3310 -1.2436 0.0 -0.2 0.2 -0.060
C 0.0897 3.1621 -1.6565 0.1 0.1 -0.1 -0.706
C 2.8582 0.9866 -2.5914 -0.1 -0.1 -0.3 -0.212
C -1.1226 2.2504 -3.5494 -0.1 -0.1 -0.1 -0.066
H -0.4872 -5.2509 4.4307 0.0 0.0 0.0 0.110
C -0.6146 -2.9002 1.9350 -0.3 -0.1 0.3 -0.444
H -2.5613 1.4148 2.9164 0.0 0.0 0.0 0.116
N 0.3903 0.7834 -2.3022 -0.2 0.0 -0.2 -0.214
C -1.5102 4.5230 -2.9290 0.0 0.0 0.0 -0.136
S 3.7257 -2.0739 0.5972 0.2 -0.3 0.6 0.366
H -2.5098 3.5318 -4.5714 0.0 0.0 0.0 0.078
```
Positions in Å, forces in eV/Å.

Output
Net charge ... -2
Orbital gap ... 0.1898 hartree
Relative energy (zero: lowest compared OMol25 entry of this formula, charge and spin) ... 62.82 kJ/mol
LUMO energy ... 0.1372 Eh
Calculated total energy ... -76831.931 eV

***

[2]
The following is a DFT calculation (wB97M-V/def2-TZVPD) of a molecular structure, C40H47N3O4PtSe.

```
96
Properties=species:S:1:pos:R:3:forces:R:3:lowdin_charge:R:1
H -0.5828 5.7662 -2.5433 0.0 0.0 0.0 0.086
O 5.2297 -6.8886 2.0140 -0.4 0.1 0.0 0.089
H -7.0724 -0.5309 -2.0514 0.0 0.0 0.0 0.083
H 2.7762 1.3952 -2.5468 0.0 0.0 0.0 0.094
C 5.3996 -2.1716 2.1037 -0.6 0.9 0.0 -0.118
C 1.4361 -5.2472 2.2948 0.3 -0.3 0.1 0.000
H 3.6661 2.5845 0.9831 0.0 0.0 0.0 0.043
C 5.5031 0.2203 2.2502 0.0 0.1 0.1 -0.006
H -2.6582 6.8084 0.3398 0.0 0.0 0.0 0.083
C -2.8062 4.6592 -1.3650 0.0 0.1 0.0 -0.048
H 3.1091 -6.5627 2.2258 0.0 -0.1 0.0 0.107
H 1.0236 4.7333 -1.4534 0.0 0.0 0.0 0.079
H 4.4472 1.7542 -2.0778 0.0 0.0 0.0 0.079
H -1.6169 7.0240 -1.8682 0.0 0.0 0.0 0.083
C -6.1215 -0.9841 -1.7642 0.1 0.1 0.1 -0.069
H -3.4737 5.4633 -1.6873 0.0 0.0 0.0 0.084
C -5.1549 1.2976 -1.5536 -0.1 -0.1 0.0 -0.045
H 7.0149 -3.6145 2.0761 0.0 0.1 0.0 0.135
H -4.5105 1.1593 -2.4237 0.0 0.0 0.0 0.093
C 3.8635 3.2739 0.1661 0.0 -0.1 -0.1 -0.035
C -3.4907 -1.7884 -0.8923 -0.1 0.0 0.0 0.017
H 6.0452 1.1519 2.3258 0.0 0.0 0.0 0.120
C -1.9926 5.9810 0.5994 0.0 0.0 -0.1 -0.050
C -0.4428 -3.7555 -1.6966 0.0 0.0 0.0 -0.045
H -4.1144 -2.3718 -1.5505 0.0 0.0 0.0 0.079
H -3.3598 4.0077 -0.6887 0.0 0.0 0.0 0.063
H -2.5230 5.3257 1.2911 0.0 0.0 0.0 0.075
C -0.2454 2.0015 0.8543 0.4 -0.5 0.1 -0.409
H 3.0406 5.0499 -1.6430 0.0 0.0 -0.1 0.080
H 4.9213 3.2037 -0.1083 0.0 0.0 0.0 0.086
H -1.1219 6.3880 1.1170 0.0 0.0 0.0 0.089
H -6.3943 -0.7408 0.9562 0.0 0.0 0.0 0.089
C 1.0384 1.8305 0.2881 -0.8 0.4 -0.1 -0.361
H 3.4015 0.8051 -1.0094 0.0 0.0 0.0 0.060
H -4.6814 2.0254 -0.8946 0.0 0.0 0.0 0.062
H -2.8890 -3.5692 -2.9811 0.0 0.0 0.0 0.092
C 3.1737 -3.1899 2.0627 0.3 -0.4 0.2 -0.130
H -2.9504 -4.7358 0.4885 0.0 0.0 0.0 0.090
C 1.5185 2.8953 -0.5330 0.0 -0.3 0.1 -0.085
H -0.3794 -3.0668 -2.5413 0.0 0.0 0.0 0.094
C 3.4252 1.6387 -1.7032 0.0 0.0 0.1 -0.045
C -1.5621 5.2323 -0.6697 -0.1 0.0 0.0 -0.558
C -2.2360 -2.2955 -0.5836 0.3 0.0 0.1 -0.085
H -0.0460 -3.6620 2.3256 0.0 0.0 -0.1 0.114
H -6.3375 -1.9358 -1.2746 0.0 0.0 0.0 0.087
C 4.0077 -2.0356 2.0571 0.6 -0.2 0.2 -0.135
C 2.9679 2.9484 -1.0411 0.0 -0.1 0.0 -0.526
C 2.7770 -5.5414 2.2081 -0.2 0.1 0.0 0.035
C 0.9944 -3.9302 2.2421 -0.1 0.3 0.0 -0.074
N 1.8397 -2.9308 2.0851 0.1 -0.2 -0.2 -0.055
O 1.7627 0.7516 0.4919 0.5 -0.3 0.2 -0.316
C 3.1784 4.0587 -2.0776 0.0 0.0 0.1 -0.073
C -0.9015 6.2397 -1.6132 0.0 -0.1 0.1 -0.068
H -2.5196 4.0750 -2.2412 0.0 0.0 0.0 0.093
Pt 1.4921 -1.0606 1.4346 -0.5 0.4 -0.4 1.188
C -2.8191 -4.2397 -2.1230 0.0 0.0 0.1 -0.073
Se -0.8698 0.6427 2.0629 -0.6 0.4 0.0 1.086
C -6.2428 0.1944 0.4140 0.0 0.0 -0.1 -0.050
H -2.4584 -5.2073 -2.4780 0.0 0.0 0.0 0.083
H -3.8167 -4.3951 -1.7094 0.0 0.0 -0.1 0.080
H 3.5533 1.1844 2.3018 -0.1 0.0 -0.1 0.112
C 5.1559 -4.5889 2.0904 0.0 1.5 0.1 -0.057
C -1.9436 -0.3423 0.8084 0.6 -0.3 0.1 -0.409
C -1.9188 -4.6405 0.1459 0.1 0.0 -0.1 -0.035
H -6.1098 1.7102 -1.8913 0.0 0.0 0.0 0.084
H -1.5390 -5.6343 -0.1128 0.0 0.0 0.0 0.086
H -0.2442 -4.7679 -2.0617 0.0 0.0 0.0 0.079
O -0.1378 -1.8753 0.4776 0.5 -0.4 0.3 -0.316
C -4.0033 -0.5865 -0.4099 0.0 0.0 0.0 -0.175
H -5.7899 0.9139 1.0970 0.0 0.0 0.0 0.075
H 0.7152 -6.0453 2.3989 0.0 0.0 0.0 0.122
C 3.7156 -4.4883 2.1174 -0.3 0.0 0.0 -0.040
C -5.3685 -0.0385 -0.8260 0.0 0.1 0.0 -0.557
H 7.2379 -1.0278 2.1616 0.0 0.0 0.0 0.128
H -2.0283 3.1394 1.0469 0.0 0.0 0.0 0.098
H 4.2032 4.0061 -2.4515 0.0 0.0 0.0 0.083
H -5.5561 -1.1749 -2.6779 0.0 0.0 0.0 0.085
H -3.5629 1.0240 0.9523 0.0 0.0 0.0 0.098
H 3.6596 4.2832 0.5270 0.0 0.0 0.0 0.090
C 5.9446 -3.4680 2.0858 0.0 -1.3 0.0 0.086
C -3.2079 0.1128 0.4860 -0.1 -0.1 0.0 -0.075
N 3.3803 -0.8327 2.0728 0.0 0.0 -0.2 -0.055
O 7.0776 -5.8313 2.1417 -0.1 0.2 0.1 0.085
C -1.0571 3.0834 0.5700 0.1 0.1 0.0 -0.077
C -0.6333 4.0746 -0.3025 0.0 0.1 0.0 -0.176
C 6.1566 -0.9771 2.1655 0.0 -0.3 0.0 0.026
C -1.3818 -1.5150 0.2531 -0.6 0.7 -0.2 -0.361
H -7.2203 0.5824 0.1155 0.0 0.0 0.0 0.082
H 2.5022 3.9442 -2.9264 0.0 0.0 0.0 0.092
C -1.8447 -3.7003 -1.0687 0.0 0.0 0.0 -0.526
C 0.6589 3.9517 -0.8066 0.0 0.1 0.0 0.017
H -0.0383 6.7139 -1.1418 0.0 0.0 -0.1 0.086
N 5.8627 -5.8536 2.0880 0.7 -1.0 -0.1 -0.338
C 4.1012 0.2604 2.2172 0.0 0.0 0.0 -0.062
H 0.3300 -3.4863 -0.9844 0.0 0.1 0.0 0.060
H -1.3312 -4.2446 0.9703 0.0 0.0 0.0 0.045
```
Positions in Å, forces in eV/Å.

Output
Net charge ... 0
Orbital gap ... 0.1815 hartree
Relative energy (zero: lowest compared OMol25 entry of this formula, charge and spin) ... 39.25 kJ/mol
LUMO energy ... -0.0768 Eh
Calculated total energy ... -123494.747 eV

***

[3]
The following is a DFT calculation (wB97M-V/def2-TZVPD) of a single C18H29NO5 molecule.

```
53
Properties=species:S:1:pos:R:3:forces:R:3:nbo_charge:R:1
H 0.8564 5.4904 0.0313 0.0 -0.1 0.0 0.167
H 0.7814 0.6295 -2.3033 0.0 0.0 -0.1 0.215
H 0.0534 -5.5790 4.5379 0.0 0.0 0.0 0.175
C -2.5862 3.3263 -1.7587 0.0 -0.3 -0.2 -0.094
C -1.1667 -3.3761 1.2294 0.1 0.1 -0.2 -0.198
C 0.9239 -3.4185 0.0812 -0.1 -0.1 0.1 -0.180
O 1.1130 -5.8260 2.7700 0.1 0.2 -0.3 -0.494
O 1.5382 3.5741 -0.2730 -0.1 -0.2 -0.2 -0.546
H -1.7959 -1.4238 -0.3924 0.0 -0.1 0.0 0.170
C 0.3356 -6.3526 3.8159 -0.1 -0.1 0.2 -0.251
C -1.3477 0.6751 -2.3222 0.1 -0.1 0.2 -0.096
H -0.2360 0.8404 0.2328 -0.1 0.0 0.1 0.177
C -0.3616 -2.9004 0.2090 -0.2 0.0 0.1 -0.067
H 1.5586 -3.0424 -0.7057 0.1 0.0 -0.1 0.225
H 3.3351 3.0484 0.4651 0.0 0.0 0.1 0.202
O -1.5346 3.4400 -0.8344 0.1 -0.1 0.1 -0.538
H 0.2900 -0.6423 1.0635 0.0 0.1 0.0 0.216
C -0.7187 -4.3527 2.1058 0.1 -0.3 0.3 -0.268
H 0.0667 -0.7980 -3.0569 0.0 0.1 0.0 0.194
H 2.3798 -4.7881 0.8585 0.1 -0.1 0.0 0.223
H 2.1952 2.3925 2.7942 -0.1 0.1 -0.1 0.192
H -0.9780 5.3403 -1.4014 0.0 -0.1 0.0 0.163
C -0.5245 4.3580 -1.1990 0.2 0.1 0.2 -0.089
H -3.0443 2.2938 -3.6036 0.1 0.1 0.0 0.169
H -1.3792 -4.6977 2.8860 0.0 -0.1 0.1 0.210
C 0.5646 -4.8656 1.9711 0.0 0.1 -0.1 0.293
H 0.7365 2.2443 1.7833 0.0 0.1 0.1 0.169
C 1.3842 -4.3833 0.9483 0.0 -0.1 0.1 -0.251
H -0.5678 -6.8438 3.4388 0.0 0.0 0.0 0.174
H 0.0124 4.0143 -2.0901 0.0 0.1 0.0 0.198
O -1.0933 1.8489 -3.0675 0.1 -0.1 0.0 -0.536
H -1.6935 0.9361 -1.3155 0.0 0.0 0.0 0.172
H -1.8017 3.5585 -3.7820 -0.1 0.0 0.0 0.188
O 2.3168 0.9477 1.4352 0.0 -0.1 0.0 -0.531
C 1.8342 2.2259 1.7762 0.2 0.3 -0.2 -0.095
H -3.3095 2.6632 -1.2772 0.0 0.1 -0.1 0.188
H -3.0667 4.3035 -1.9237 0.0 -0.1 0.0 0.170
C 1.8983 0.4520 0.1764 -0.1 -0.2 -0.1 -0.073
H 2.4743 4.2730 1.4287 0.0 0.0 0.0 0.171
H -0.0588 4.2194 0.8871 0.0 0.1 -0.1 0.180
C 2.3570 3.3445 0.8546 0.0 -0.2 0.3 -0.102
H 2.5466 -0.4050 -0.0194 -0.1 0.0 -0.1 0.192
C -0.0217 -0.1032 -2.2173 -0.2 0.2 -0.2 -0.218
C 0.4389 -0.0264 0.1732 0.3 0.2 0.1 -0.263
C -0.8492 -1.8557 -0.7605 0.1 0.0 0.0 -0.231
H 2.0547 1.2074 -0.5999 0.1 -0.1 0.0 0.175
H -2.1676 -2.9851 1.3504 -0.1 0.1 0.0 0.206
H -2.1331 0.0804 -2.8145 0.1 0.0 0.1 0.161
N 0.1741 -0.8505 -0.9950 -0.1 -0.1 0.0 -0.448
H -1.0571 -2.3379 -1.7219 -0.1 0.1 0.0 0.205
H 0.9657 -7.0910 4.3096 -0.1 0.0 0.0 0.199
C -2.1608 2.7551 -3.1339 0.0 0.2 0.1 -0.092
C 0.4685 4.4623 -0.0443 -0.2 0.2 -0.2 -0.079
```
Positions in Å, forces in eV/Å.

Output
Net charge ... 0
Orbital gap ... 0.3316 hartree
Relative energy (zero: lowest compared OMol25 entry of this formula, charge and spin) ... 154.32 kJ/mol
LUMO energy ... 0.0319 Eh
Calculated total energy ... -30861.610 eV

***

[4]
The following is a DFT calculation (wB97M-V/def2-TZVPD) of a molecular structure, HO2PTb.

```
5
Properties=species:S:1:pos:R:3:forces:R:3:lowdin_charge:R:1
O -0.1981 -0.7159 -0.2938 0.0 -0.8 -0.1 -0.678
O -0.3168 1.7247 -0.1461 -0.2 -2.2 -0.7 -0.622
Tb 1.7505 0.6467 -0.3617 -0.2 0.4 0.2 1.895
P -1.2281 0.4857 -0.4093 0.2 1.4 0.7 0.927
H -0.9706 -2.7710 -0.1441 0.3 1.1 -0.1 0.478
```
Positions in Å, forces in eV/Å.

Output
Net charge ... +2
Orbital gap (spin up / spin down) ... 0.1799 / 0.3185 hartree
2S+1 ... 8
LUMO energy (spin up / spin down) ... -0.5121 / -0.3737 Eh
Calculated total energy ... -35812.187 eV